Version i
A cluster of 2 separate species, C9H14O in total. Source: the OMol25 dataset; level of theory: the ωB97M-V functional and the def2-TZVPD basis.

Summary:
Gap between HOMO and LUMO (spin up / spin down): 2.9 / 7.5 eV
2S+1: 2
LUMO level (spin up / spin down): 3.7356 / 3.6686 eV
M: 138.2 g/mol
HOMO level (spin up / spin down): 0.9 / -3.8 eV
Charge: -1

Element x y z (Å)
C -0.34 -2.66 1.26
C -0.75 -3.62 2.39
H 0.68 -2.86 0.97
H -1.12 -2.73 0.49
H -0.45 -1.61 1.48
H -0.42 -4.62 2.05
H -1.83 -3.76 2.40
H -0.30 -3.44 3.35
C 2.86 1.90 -0.79
C 0.89 1.12 0.58
C 1.42 1.51 -0.65
C -0.47 0.77 0.75
C 0.64 1.42 -1.80
C -1.16 0.47 -0.47
C -0.64 0.81 -1.69
O -2.32 -0.24 -0.46
H 1.55 1.34 1.42
H -0.82 0.55 1.74
H 3.08 2.23 -1.82
H 3.55 1.05 -0.86
H 0.98 1.95 -2.68
H -1.19 0.49 -2.57
H -3.17 0.20 -0.33
H 3.19 2.67 -0.09

Here are the natural (NBO) charges for atoms 1 to 6, given in e: -0.630, -0.609, 0.197, 0.218, 0.238, 0.181

***

Version ii
A cluster of 2 separate species, C9H14O in total. Source: the OMol25 dataset; level of theory: the ωB97M-V functional and the def2-TZVPD basis.

Summary:
Gap between HOMO and LUMO (spin up / spin down): 2.7 / 7.3 eV
2S+1: 2
LUMO level (spin up / spin down): 3.6962 / 3.6459 eV
M: 138.2 g/mol
HOMO level (spin up / spin down): 1.0 / -3.6 eV
Charge: -1

Element x y z (Å)
C -1.86 -2.08 1.85
C -2.28 -2.32 0.41
H -1.34 -2.92 2.30
H -1.18 -1.23 1.97
H -2.72 -1.82 2.47
H -3.30 -2.14 0.10
H -1.95 -3.32 0.12
H -1.67 -1.73 -0.29
C -0.24 0.58 -2.61
C 1.93 1.43 1.01
C 1.73 2.43 0.05
C 1.44 0.16 0.76
C 1.03 2.14 -1.12
C 0.69 -0.14 -0.39
C 0.52 0.87 -1.33
O 2.60 1.67 2.16
H 2.01 3.43 0.34
H 3.27 2.36 1.96
H 1.49 -0.57 1.58
H 0.85 2.87 -1.89
H 0.34 -1.15 -0.59
H -0.36 -0.50 -2.77
H 0.25 1.02 -3.48
H -1.26 0.98 -2.64

Here are the natural (NBO) charges for atoms 1 to 6, given in e: -0.622, -0.631, 0.195, 0.233, 0.192, 0.197

***

The most stable of them is version ii.